The following is a DFT calculation (wB97M-V/def2-TZVPD) of 2 unconnected molecules or ions with the total composition C2HClO2 in a non-equilibrium geometry.

Each line ends with the natural charge from an NBO analysis.
Element x y z (Å)
C1 0.9945 0.1912 -1.2635  1.03
C2 -0.4123 -0.3421 1.1911  -0.17
O1 -0.1003 0.1497 -1.5527  -0.53
O2 2.0619 0.2218 -0.8953  -0.49
Cl1 -1.4335 0.9971 1.3225  0.06
H1 -1.1103 -1.2177 1.1978  0.11

The calculation puts the energy above the lowest of the compared OMol25 structures with the same formula, charge and spin at 2.224 eV. The frontier orbital gap is 8.44 eV. As for the total energy: -18704.5855 eV. The calculation puts the HOMO energy at -9.48 eV.